Entry 1:
Computed, not measured: a cluster of 2 separate species, C10H19N2O in total at a distorted geometry, with ωB97M-V/def2-TZVPD.

```
32
Properties=species:S:1:pos:R:3:nbo_charge:R:1
C 2.9747 3.2930 0.5346 0.07
C 0.0724 1.2976 0.5711 -0.39
C 1.3755 1.4378 0.1292 0.20
C -0.3815 0.0517 1.5946 0.48
C -2.5338 0.8070 -1.5304 -0.62
C -3.1829 -0.7272 0.4558 -0.60
C 1.0865 -1.7004 -1.5661 -0.31
C 2.3275 -2.4474 0.2283 -0.25
C -0.9529 0.1839 0.3205 -0.30
C -2.4514 0.5555 0.0279 -0.19
N -0.2193 -0.5069 2.6497 -0.53
N 2.0831 2.5111 0.2294 -0.29
O 1.4773 -1.4620 -0.1736 -0.58
H 3.5191 2.9983 1.4358 0.20
H 3.2216 4.1950 -0.0271 0.23
H -0.3445 2.3263 0.9576 0.26
H 1.8978 0.6696 -0.2008 0.24
H -1.7770 0.1695 -1.9917 0.19
H -2.4345 1.8530 -1.8555 0.23
H -3.5327 0.5304 -1.9470 0.23
H -2.6601 -1.0340 1.3930 0.22
H -4.2914 -0.6171 0.4367 0.24
H -2.9010 -1.3273 -0.3226 0.20
H 0.7721 -0.8528 -2.1370 0.20
H 1.9912 -2.0931 -2.1309 0.21
H 0.1837 -2.4717 -1.6288 0.20
H 3.1423 -2.7061 -0.4259 0.18
H 2.7090 -2.1907 1.2353 0.20
H 1.6693 -3.3723 0.2710 0.18
H -0.5527 -0.6038 -0.3395 0.29
H -2.8893 1.4799 0.5180 0.23
H 0.6019 -0.2467 3.2881 0.40
```

Output
energy relative to the best compared isomer or geometry (same formula, charge and spin) = 5.499 eV
energy = -576.73769 Eh
charge = +1
Kohn-Sham gap (alpha / beta) = 8.6 / 8.6 eV


Entry 2:
Computed, not measured: the ion C10H19N4 with charge +1 at a distorted geometry, with ωB97M-V/def2-TZVPD.

```
33
Properties=species:S:1:pos:R:3:nbo_charge:R:1
C -1.7942 -1.5105 -0.2908 0.64
C -2.2708 -1.4300 1.1640 -0.29
C 3.9092 -0.0240 0.5106 -0.42
C 3.3680 -1.3554 -0.0358 -0.41
C -2.2157 1.8268 -0.0920 -0.43
C 2.8481 1.0578 0.0259 -0.23
C 1.8590 -1.1656 -0.0128 -0.21
C -1.6827 1.1046 -1.3176 -0.24
C -2.9560 0.8683 0.9326 -0.21
C 0.5630 0.7668 -0.8049 0.35
N -2.1459 -2.1159 -1.2667 -0.56
N 1.6417 0.2357 -0.1770 -0.38
N -0.6178 0.1339 -0.8545 -0.52
N -2.2174 -0.0967 1.6580 -0.63
H -3.2289 -1.7421 1.1043 0.24
H -1.6030 -2.2132 1.6562 0.26
H 4.0927 0.0396 1.5938 0.23
H 4.8453 0.1755 -0.0727 0.24
H 3.6494 -1.5199 -1.1308 0.21
H 3.5075 -2.2895 0.4026 0.24
H -1.4817 2.2349 0.5970 0.21
H -2.9030 2.6459 -0.4813 0.24
H 2.7148 1.9983 0.6156 0.22
H 3.2760 1.4508 -0.9228 0.20
H 1.3001 -1.6582 -0.8230 0.21
H 1.4536 -1.5991 0.8964 0.19
H -2.5453 0.6986 -1.7983 0.21
H -1.0939 1.7442 -2.0797 0.20
H -3.6288 1.4109 1.6211 0.22
H -3.5932 0.3160 0.3958 0.18
H 0.4703 1.7744 -1.1009 0.20
H -2.0368 -2.0052 -2.2404 0.44
H -1.4839 0.2421 2.3281 0.41
```

Output
energy relative to the best compared isomer or geometry (same formula, charge and spin) = 3.078 eV
energy = -611.09146 Eh
structure (SMILES) = [NH+]#CCNCCC/N=C/N1CCCC1
charge = +1
Kohn-Sham gap = 8.9 eV


Entry 3:
Computed, not measured: an isolated molecule of C10H19N5 at a distorted geometry, with ωB97M-V/def2-TZVPD.

```
34
Properties=species:S:1:pos:R:3:nbo_charge:R:1
C -2.3251 -0.4078 1.8145 -0.16
C -2.2450 0.6052 2.9341 -0.45
C -1.0135 1.5479 3.0678 -0.39
C 2.1310 -0.9610 -2.1973 -0.42
C 1.3993 -2.0071 -1.3038 -0.42
C 1.1999 0.0710 -2.5598 -0.44
C 0.0408 0.9618 2.1100 -0.43
C -0.0718 -2.1576 -1.6342 -0.22
C -0.0061 0.2770 -1.5812 0.12
C -0.4173 0.9154 0.6638 0.13
N -1.6604 -1.0244 -0.3319 -0.20
N -0.7906 -0.9431 -1.3842 -0.31
N 0.5849 0.6575 -0.2965 -0.35
N -1.5125 -0.3476 0.7246 -0.05
N 1.3370 1.8525 -0.3780 -0.65
H -2.8431 -1.4062 1.7677 0.22
H -3.2061 1.1785 3.1169 0.21
H -2.2571 -0.0726 3.8071 0.21
H -1.2382 2.5244 2.7150 0.20
H -0.5559 1.4853 4.0607 0.22
H 2.9656 -0.6058 -1.5087 0.20
H 2.6239 -1.4456 -2.9856 0.22
H 1.7732 -3.0668 -1.3748 0.21
H 1.5230 -1.7440 -0.2077 0.21
H 1.7961 0.9924 -2.6320 0.21
H 0.7740 -0.0212 -3.5744 0.23
H 0.9788 1.4901 2.1041 0.23
H 0.3363 -0.0438 2.4231 0.21
H -0.1354 -2.4943 -2.7071 0.17
H -0.6298 -2.8714 -1.1259 0.23
H -0.6818 1.1690 -2.0991 0.17
H -1.0067 1.8671 0.5221 0.18
H 0.8734 2.4814 -1.0819 0.33
H 2.2595 1.5434 -0.8674 0.36
```

Output
energy relative to the best compared isomer or geometry (same formula, charge and spin) = 2.771 eV
energy = -665.99606 Eh
Kohn-Sham gap = 7.0 eV


Entry 4:
Computed, not measured: a cluster of 2 separate species, C10H19NO7S in total at a distorted geometry, with ωB97M-V/def2-TZVPD.

```
38
Properties=species:S:1:pos:R:3:nbo_charge:R:1
C 2.5071 -0.9942 0.7051 -0.60
C 1.3379 -0.2789 -0.0279 -0.27
C 1.8482 0.1550 -1.3924 -0.61
C 0.1853 -1.2900 -0.0724 -0.45
C -0.9719 -1.0389 -1.0170 0.27
C -1.8807 0.1787 -0.7814 -0.54
C -1.7056 0.9449 0.5215 0.38
O -2.6949 1.0861 1.2388 -0.55
O -0.6580 -1.0014 -2.4371 -0.71
S -0.5645 -2.4180 -3.1182 2.58
O 0.7082 -3.0384 -2.9649 -0.93
O -1.0956 -2.2593 -4.4295 -0.93
O -1.5667 -3.1436 -2.1430 -0.76
C -1.9202 -2.2997 -0.9449 0.25
N -1.8008 -3.1453 0.1948 -0.82
H 3.2221 -1.3367 -0.0474 0.18
H 2.1814 -1.8899 1.2301 0.18
H 3.0461 -0.3116 1.3525 0.23
H 1.1437 0.5893 0.5941 0.31
H 2.6804 0.8388 -1.2537 0.22
H 2.1763 -0.7134 -1.9659 0.18
H 1.1026 0.6976 -1.9658 0.21
H 0.6087 -2.2710 -0.2964 0.20
H -0.2281 -1.3404 0.9299 0.25
H -1.6935 0.8817 -1.5927 0.25
H -2.9315 -0.0794 -0.8462 0.21
H -0.7474 1.4246 0.8304 0.25
H -2.9701 -2.0958 -1.1039 0.19
H -0.9953 -3.7473 0.1167 0.38
H -2.6266 -3.7226 0.2394 0.36
O 0.0655 5.1616 3.8644 -1.01
C 0.6607 4.0618 3.3242 -0.03
C 0.4079 3.8498 1.7878 -0.06
O 0.9996 2.7266 1.2490 -1.03
H 0.3582 3.0805 3.7903 0.04
H 1.7838 4.0362 3.4224 0.04
H 0.7357 4.8127 1.3228 0.07
H -0.7080 3.8899 1.6866 0.06
```

Output
energy relative to the best compared isomer or geometry (same formula, charge and spin) = 0.000 eV
energy = -1371.89520 Eh
charge = -2
Kohn-Sham gap = 2.2 eV


Entry 5:
Computed, not measured: a structure of composition C10H19NSi at a distorted geometry, with ωB97M-V/def2-TZVPD.

```
31
Properties=species:S:1:pos:R:3:nbo_charge:R:1
C 1.3327 2.7247 -1.3849 0.22
C 2.4192 0.5555 -1.6972 -0.16
C 1.5158 1.3620 -1.1935 -0.35
C 2.5059 -0.9260 -1.3996 -0.63
C -0.8926 -2.1443 -0.2194 -0.62
C -2.4508 -0.4800 0.9501 -0.62
C -1.7112 0.0897 -1.2222 -0.61
C -0.3521 2.0751 1.2706 -1.19
C 1.1410 -0.5505 2.1081 -1.21
C -1.2765 -0.7153 0.0269 -0.42
N 0.9187 3.7749 -1.5167 -0.33
Si 0.2620 0.3852 0.7666 1.66
H 2.8416 0.8371 -2.6220 0.19
H 1.9973 -1.4916 -2.2263 0.23
H 3.4600 -1.2913 -1.1136 0.23
H 1.8944 -1.0762 -0.4410 0.19
H -0.6375 -2.7752 0.6348 0.21
H -1.8463 -2.6916 -0.5581 0.20
H -0.0966 -2.2139 -0.8832 0.21
H -2.4843 0.5344 1.1507 0.21
H -2.3064 -0.9313 2.0058 0.19
H -3.3073 -1.0716 0.6100 0.22
H -2.0893 0.9974 -0.9866 0.20
H -0.8681 0.1850 -1.9229 0.22
H -2.6263 -0.4339 -1.6876 0.20
H -0.7985 1.9595 2.2265 0.23
H 0.3720 2.8834 1.3582 0.27
H -1.1537 2.4160 0.5899 0.26
H 0.9720 0.0308 2.9809 0.25
H 1.0224 -1.5758 2.4060 0.26
H 2.2426 -0.4422 1.9896 0.26
```

Output
energy relative to the best compared isomer or geometry (same formula, charge and spin) = 2.494 eV
energy = -736.56542 Eh
Kohn-Sham gap = 9.5 eV


Entry 6:
Computed, not measured: a cluster of 2 separate species, C10H20 in total at a distorted geometry, with ωB97M-V/def2-TZVPD.

```
30
Properties=species:S:1:pos:R:3:nbo_charge:R:1
C 1.7773 -0.4211 1.2410 -0.44
C 1.5268 1.0226 0.7933 -0.43
C 1.9526 1.1997 -0.7072 -0.41
C 2.5947 -0.1660 -0.9988 -0.43
C 1.9778 -1.1462 -0.1291 -0.40
C -1.6436 -0.9124 -1.0425 -0.40
C -1.8001 -1.2622 0.5403 -0.41
C -1.9343 0.2185 1.2592 -0.42
C -2.1943 1.1934 0.1463 -0.43
C -2.5454 0.4028 -1.1539 -0.41
H 2.7990 -0.7532 1.7523 0.21
H 1.0417 -1.1110 1.8127 0.23
H 1.9768 1.8949 1.3819 0.22
H 0.3972 1.3261 0.8452 0.21
H 2.4338 2.1711 -0.7334 0.22
H 1.0560 1.2769 -1.3267 0.19
H 3.6865 -0.0505 -0.7779 0.20
H 2.7675 -0.4071 -2.0894 0.22
H 2.8515 -1.9590 0.1109 0.21
H 1.0352 -1.6160 -0.6032 0.21
H -0.6586 -0.7497 -1.3473 0.19
H -1.9378 -1.9113 -1.5839 0.21
H -0.8679 -1.6726 0.8530 0.21
H -2.7383 -1.8750 0.6113 0.21
H -1.0249 0.4197 1.9358 0.21
H -2.8149 0.1167 1.9456 0.20
H -1.2296 1.5180 -0.0067 0.19
H -2.6279 2.2945 0.3378 0.22
H -2.3988 1.0643 -2.0601 0.22
H -3.4582 -0.1060 -1.0068 0.20
```

Output
energy relative to the best compared isomer or geometry (same formula, charge and spin) = 3.400 eV
energy = -392.89364 Eh
structure (SMILES) = C1CCCC1.C1CCCC1
Kohn-Sham gap = 11.3 eV


Entry 7:
Computed, not measured: a cluster of 4 separate species, C10H20Cl8OS in total at a distorted geometry, with ωB97M-V/def2-TZVPD.

```
40
Properties=species:S:1:pos:R:3:nbo_charge:R:1
C -4.6796 3.3580 -2.0373 -0.80
S -4.1009 5.0979 -2.3519 1.22
O -4.6320 5.6320 -3.6288 -0.96
C -2.3218 4.6546 -2.5537 -0.84
H -3.9297 2.9496 -1.3654 0.22
H -4.7188 2.8873 -3.0172 0.24
H -5.6575 3.4372 -1.5727 0.23
H -1.7742 5.4553 -3.0408 0.25
H -2.0581 3.6543 -2.9019 0.22
H -1.9588 4.6030 -1.5194 0.22
C -1.5490 -0.8844 -1.4739 -0.21
Cl -1.1508 -1.5396 0.1277 0.06
Cl -1.7929 0.8565 -1.4937 0.06
Cl -0.2545 -1.3723 -2.5882 0.05
Cl -3.0529 -1.7090 -2.0505 0.03
C -3.2479 -5.2033 -2.4441 -0.22
Cl -2.8270 -5.1609 -0.7129 0.05
Cl -3.6446 -6.9281 -2.8321 0.03
Cl -4.7004 -4.2234 -2.7431 0.06
Cl -1.9311 -4.7134 -3.4492 0.09
C 0.7298 -1.7876 3.1161 -0.60
C 1.8907 -1.7452 2.1127 -0.40
C 2.2682 -0.3812 1.5531 -0.40
C 3.7033 -0.4029 0.9666 -0.39
C 4.7699 -0.2675 2.0516 -0.40
C 4.7882 1.1117 2.6798 -0.62
H 0.5982 -2.7740 3.5546 0.21
H -0.1943 -1.3319 2.7618 0.20
H 1.0463 -1.1369 3.9432 0.20
H 2.7396 -2.2277 2.5979 0.20
H 1.5069 -2.3366 1.2729 0.19
H 2.2017 0.3586 2.3559 0.19
H 1.6006 -0.0676 0.7485 0.20
H 3.7258 -1.3018 0.3477 0.20
H 3.8332 0.4691 0.3189 0.20
H 4.5601 -0.9963 2.8399 0.19
H 5.7518 -0.5097 1.6404 0.21
H 5.6000 1.1885 3.4136 0.21
H 4.9027 1.9657 2.0119 0.21
H 3.9594 1.3220 3.3622 0.20
```

Output
energy = -4547.89232 Eh
Kohn-Sham gap = 8.9 eV


Entry 8:
Computed, not measured: a structure of composition C10H20LuN2OP at a distorted geometry, with ωB97M-V/def2-TZVPD.

```
35
Properties=species:S:1:pos:R:3:nbo_charge:R:1
C -0.7725 1.3052 -1.1943 -0.42
C -1.7568 1.4829 -2.2174 -0.31
C -2.9015 0.7260 -1.8582 -0.31
C -2.7295 0.2147 -0.5469 -0.32
C -1.3943 0.5077 -0.1305 -0.43
Lu 1.5813 -0.2255 0.1437 1.15
P 3.4079 0.7837 1.8579 -0.12
H 0.2319 1.7683 -1.1763 0.17
H -1.6164 2.0505 -3.1390 0.20
H -3.8073 0.6223 -2.4583 0.20
H -0.9575 0.2687 0.8521 0.15
H -3.4410 -0.3716 0.0378 0.20
H 2.6265 1.3611 2.9480 -0.06
H 4.0519 1.9953 1.4001 0.05
H 4.5040 0.2367 2.6120 0.03
C 2.0558 -2.1370 -1.3456 -0.53
N 1.9048 -3.3661 -0.5147 -0.42
C 2.5057 -4.6150 -0.9794 -0.40
C 1.2804 -3.1837 0.6593 0.81
O 1.0173 -1.9337 0.9781 -0.87
N 0.8070 -4.0862 1.4993 -0.40
C 1.1074 -5.5217 1.5420 -0.41
C -0.0619 -3.5520 2.5387 -0.40
H 2.3400 -2.4289 -2.3522 0.25
H 2.9129 -1.4639 -0.9430 0.09
H 1.0507 -1.5776 -1.4513 0.18
H 3.2283 -5.0083 -0.2493 0.21
H 1.7355 -5.3662 -1.1959 0.20
H 3.0324 -4.3797 -1.9043 0.23
H 2.1064 -5.7262 1.9688 0.21
H 0.3640 -5.9676 2.2125 0.22
H 1.0147 -5.9925 0.5509 0.21
H 0.4945 -2.8556 3.1862 0.22
H -0.9266 -3.0343 2.0949 0.23
H -0.4307 -4.3975 3.1276 0.20
```

Output
energy relative to the best compared isomer or geometry (same formula, charge and spin) = 1.911 eV
energy = -2154.39161 Eh
Kohn-Sham gap (alpha / beta) = 4.3 / 4.3 eV